No. 1
ORCA calculation (the ωB97M-V functional and the def2-TZVPD basis) on a molecular structure, C28H85F2N8O15PbS2 in a non-equilibrium geometry.

XYZ file:
```
141
Properties=species:S:1:pos:R:3
Pb 2.34181 5.57716 -1.19105
N 0.14904 0.97021 -0.15603
S -0.24711 -0.27322 -0.99795
O -1.52527 -0.48658 -1.76416
O 0.38727 -1.51281 -0.50496
F 0.72128 0.04762 -2.23682
S -1.27600 0.67535 0.77199
O -1.02406 -0.31172 1.81254
O -2.62386 0.97655 0.30954
F -1.00778 2.00752 1.59822
O 3.90071 3.60017 2.63613
H 4.46735 3.19294 3.29135
H 3.27530 2.91491 2.40050
O 1.72183 4.84988 -6.09058
H 2.34998 4.17076 -6.33644
H 1.37397 5.16798 -6.92367
O 5.97067 2.82176 -2.25390
H 6.63190 2.67559 -2.93038
H 5.50183 1.98948 -2.19277
O -2.22190 5.59233 -2.58698
H -2.64859 4.84309 -3.00270
H -2.91016 5.99860 -2.06022
C 12.66957 1.59725 -2.04338
C 12.91644 0.73915 -3.23940
C 11.96808 1.16102 -4.33703
O 10.59710 1.02724 -3.96720
C 10.17041 -0.36306 -3.96679
N 14.33458 0.85828 -3.59040
H 13.47576 1.35093 -1.35237
H 11.73836 1.30134 -1.56028
H 12.52756 2.64048 -2.32551
H 12.66702 -0.30154 -3.03243
H 12.07603 0.54931 -5.23272
H 12.11711 2.22354 -4.52923
H 10.10701 -0.74093 -4.98722
H 9.17771 -0.51887 -3.54446
H 10.76745 -1.10695 -3.43929
H 14.87809 0.64030 -2.76748
H 14.59567 0.09756 -4.20134
C -5.26422 2.93371 8.22834
C -6.15869 1.87585 7.59496
C -6.86067 0.84048 8.51098
O -5.88284 -0.09645 9.03265
C -6.53205 -1.14071 9.77668
N -6.97255 2.76018 6.74215
H -5.81878 3.59660 8.89252
H -4.58702 3.58616 7.67714
H -4.69214 2.44446 9.01667
H -5.58149 1.23946 6.92418
H -7.72562 0.40081 8.01433
H -7.22770 1.33546 9.41007
H -5.96215 -2.03176 9.51335
H -7.57658 -1.32259 9.52373
H -6.46558 -0.94385 10.84669
H -6.35516 3.21907 6.08765
H -7.60397 2.16874 6.22099
C -10.57905 -3.38567 1.44244
C -9.11182 -3.14713 1.88889
C -8.02073 -3.91678 1.14034
O -6.79747 -3.77844 1.81844
C -5.95458 -4.80058 1.47355
N -8.83813 -1.72890 1.60214
H -10.80042 -4.45091 1.37635
H -10.93548 -2.90045 0.53380
H -11.25277 -2.96985 2.19165
H -8.97129 -3.38274 2.94380
H -7.99906 -3.48915 0.13797
H -8.36686 -4.94194 1.00865
H -4.96663 -4.64452 1.90679
H -5.72713 -4.81435 0.40763
H -6.31780 -5.81200 1.65578
H -8.96351 -1.59718 0.60865
H -7.84119 -1.59658 1.69540
C 0.22622 -5.42352 -9.28784
C -0.43971 -4.63166 -10.41290
C -1.62987 -3.86320 -9.88897
O -2.76679 -4.61009 -9.48543
C -3.03643 -4.53410 -8.08770
N 0.55629 -3.77839 -11.06087
H -0.48286 -5.77694 -8.53924
H 0.75041 -4.71852 -8.64263
H 1.05166 -6.10080 -9.50706
H -0.93742 -5.29290 -11.12224
H -1.95763 -3.26089 -10.73625
H -1.37226 -3.18106 -9.07877
H -3.11068 -3.50816 -7.72709
H -2.39848 -5.17360 -7.47765
H -4.05491 -4.91041 -7.99184
H 1.23855 -4.24671 -11.63992
H 0.09932 -3.14868 -11.70487
C 3.55485 6.24205 8.83678
C 3.76369 4.77781 9.03607
C 2.49156 3.96484 8.69378
O 2.81685 2.54869 8.93703
C 1.70949 1.61630 8.91079
N 4.91248 4.30885 8.31440
H 4.45070 6.76207 9.17607
H 2.55808 6.62151 9.06164
H 3.51363 6.50246 7.77914
H 4.13116 4.69320 10.05877
H 2.23390 3.97986 7.63478
H 1.66367 4.35407 9.28640
H 1.09675 1.85620 9.77976
H 1.94038 0.55107 8.91898
H 1.11050 1.85524 8.03204
H 4.45994 3.43468 8.08828
H 5.02890 4.76046 7.41853
C -7.89940 1.57293 -7.39663
C -6.79247 2.35386 -8.00212
C -7.17699 2.67825 -9.50843
O -7.97196 3.83017 -9.52664
C -8.94254 3.91664 -10.54644
N -6.50309 3.53532 -7.20250
H -8.65645 2.35610 -7.35605
H -7.74526 1.26983 -6.36103
H -8.26511 0.70142 -7.93961
H -5.87089 1.77239 -8.02785
H -7.61561 1.83964 -10.04921
H -6.29310 2.94882 -10.08604
H -8.47588 4.40104 -11.40416
H -9.89445 4.36233 -10.25773
H -9.15795 2.96090 -11.02420
H -6.55541 4.19317 -7.96709
H -7.32686 3.84320 -6.70581
C 6.77264 -3.47373 3.15333
C 5.89075 -3.28930 4.47514
C 6.16016 -4.42593 5.46092
O 7.31922 -4.23201 6.22153
C 8.27573 -5.25909 6.24454
N 6.25673 -2.05842 5.07958
H 6.32879 -4.23515 2.51197
H 7.84462 -3.61512 3.29109
H 6.65083 -2.45123 2.79589
H 4.86013 -3.39814 4.13737
H 6.14781 -5.36731 4.91159
H 5.40767 -4.50811 6.24520
H 8.33196 -5.97850 5.42760
H 7.98340 -5.88652 7.08654
H 9.28315 -4.84476 6.28380
H 7.24198 -2.27038 5.14639
H 5.83469 -2.06254 5.99716
```

Summary:
Relative energy (zero: lowest compared OMol25 entry of this formula, charge and spin)   1200.6 kJ/mol
Total charge   +1

No. 2
ORCA calculation (the ωB97M-V functional and the def2-TZVPD basis) on 12 unconnected molecules or ions with the total composition C28H85N5O12 in a non-equilibrium geometry.

XYZ file:
```
130
Properties=species:S:1:pos:R:3
C 8.40315 0.59949 -4.35124
O 8.41667 -0.82166 -4.46278
H 9.22337 1.01782 -4.93462
H 7.49774 1.12188 -4.66014
H 8.55005 0.93589 -3.32490
H 7.72941 -1.21911 -3.92303
C 4.88871 2.72072 -5.79905
O 4.94812 3.87955 -5.04544
H 4.16622 2.03982 -5.34907
H 4.56506 2.94235 -6.81603
H 5.86418 2.27773 -5.99982
H 5.26617 3.73793 -4.15079
C 8.89037 -4.09449 -5.19453
O 9.86545 -3.06516 -5.11143
H 8.28764 -3.86508 -6.07328
H 9.34756 -5.05342 -5.43850
H 8.34084 -4.16455 -4.25581
H 9.40269 -2.25574 -4.88275
C 11.17120 -0.08333 -7.24164
O 12.18263 0.71254 -7.91091
H 11.37090 -0.29480 -6.19116
H 10.22965 0.46495 -7.27273
H 11.01131 -1.07049 -7.67529
H 12.85224 0.12084 -8.26177
C 5.81960 -2.76457 -4.02217
O 6.51879 -2.02227 -2.98111
H 4.86612 -3.06909 -3.59063
H 5.68395 -2.09950 -4.87503
H 6.24546 -3.71096 -4.35547
H 6.31572 -2.38317 -2.11502
C 5.73062 0.83573 -11.44231
O 5.93896 1.80471 -10.37989
H 5.74853 -0.18785 -11.06803
H 4.76796 1.05505 -11.90412
H 6.38054 0.83678 -12.31736
H 5.63305 1.47871 -9.53035
C 7.01109 -0.31457 -7.40953
C 5.53138 -0.49098 -7.31064
O 5.02152 0.47782 -8.21694
H 7.41109 0.59349 -6.95839
H 7.36700 -0.38863 -8.43712
H 7.45215 -1.16931 -6.89672
H 5.11842 -0.43559 -6.30342
H 5.22262 -1.49818 -7.59049
H 4.06921 0.36901 -8.16337
C 11.12232 5.08786 -9.79316
C 11.13532 4.64398 -8.28593
C 9.93726 3.70489 -7.89838
O 8.76586 4.46368 -7.94398
C 7.58404 3.78207 -7.50284
N 12.41283 4.03562 -8.02510
H 11.26210 4.23598 -10.45864
H 11.99306 5.72266 -9.95729
H 10.13018 5.51540 -9.93797
H 11.11911 5.54657 -7.67506
H 10.15642 3.34917 -6.89164
H 9.80287 2.82238 -8.52385
H 7.32786 2.90433 -8.09618
H 6.78937 4.52680 -7.54734
H 7.75523 3.53125 -6.45599
H 12.45212 3.04975 -8.24102
H 12.54943 4.02211 -7.02447
C 2.15235 1.07614 -10.15869
C 1.88385 -0.10217 -9.16612
C 2.71413 -1.37436 -9.63948
O 2.11931 -1.85882 -10.80218
C 2.83096 -2.84098 -11.56008
N 2.16501 0.28385 -7.78589
H 1.63379 1.93900 -9.74076
H 1.73271 0.83133 -11.13443
H 3.22476 1.25155 -10.24380
H 0.83544 -0.38988 -9.24466
H 2.67842 -2.20245 -8.93160
H 3.75849 -1.08228 -9.74953
H 2.09507 -3.34257 -12.18856
H 3.23627 -3.62239 -10.91727
H 3.70041 -2.46468 -12.09909
H 1.87545 -0.41748 -7.11927
H 1.56948 1.06733 -7.55871
C -1.54960 -0.60465 -5.08084
C -1.33739 -1.48725 -6.31077
C -0.09758 -2.41078 -6.13000
O 1.07818 -1.65622 -6.11549
C 2.16996 -2.43984 -5.68089
N -2.60835 -2.21893 -6.51215
H -2.12956 0.28172 -5.33795
H -0.62281 -0.14226 -4.74120
H -1.94917 -1.12134 -4.20821
H -1.27762 -0.86422 -7.20315
H -0.09951 -3.13510 -6.94453
H -0.22609 -2.93047 -5.18052
H 2.05818 -2.83942 -4.67295
H 3.06391 -1.81622 -5.68832
H 2.34284 -3.26497 -6.37180
H -2.48002 -2.57798 -7.44741
H -2.55624 -2.98406 -5.85490
C 6.21405 -2.92059 -13.36066
C 7.69787 -3.23696 -13.37105
C 8.26914 -3.44065 -11.91574
O 8.36318 -2.18409 -11.19023
C 9.11111 -2.34232 -9.95076
N 7.87334 -4.43514 -14.20695
H 5.93442 -2.71943 -14.39481
H 5.93921 -2.03708 -12.78450
H 5.63256 -3.76211 -12.98409
H 8.22667 -2.37028 -13.76770
H 9.23911 -3.90530 -12.09281
H 7.56893 -4.09872 -11.40121
H 9.99823 -2.95483 -10.11183
H 8.53159 -2.88580 -9.20452
H 9.29292 -1.34323 -9.55468
H 8.83925 -4.72098 -14.13338
H 7.39886 -5.19798 -13.74536
C 5.91767 -4.16971 -8.49502
C 6.28679 -5.60387 -8.59089
C 7.79710 -5.99287 -8.51810
O 8.39448 -5.72035 -9.76191
C 9.77464 -6.04363 -9.92057
N 5.48593 -6.33822 -7.63562
H 6.42712 -3.66591 -9.31644
H 6.17432 -3.67615 -7.55767
H 4.84814 -4.00497 -8.62562
H 5.98029 -5.89130 -9.59664
H 7.95989 -7.02366 -8.20332
H 8.23211 -5.34899 -7.75373
H 10.19685 -5.69364 -10.86255
H 9.87979 -7.12825 -9.89508
H 10.49156 -5.57388 -9.24716
H 4.49275 -6.18999 -7.74390
H 5.58841 -7.32250 -7.83761
```

Summary:
E_tot   -62419.9934 eV
Spin multiplicity   2
Total charge   +1
<S²>   0.75

No. 3
ORCA calculation (the ωB97M-V functional and the def2-TZVPD basis) on 19 unconnected molecules or ions with the total composition C28H85NO21 in a non-equilibrium geometry.

XYZ file:
```
135
Properties=species:S:1:pos:R:3
N -1.06375 -3.17125 2.15446
C -1.15926 -2.78340 0.75938
C -1.06043 -1.27529 0.48029
O -1.70441 -0.52897 1.49832
C -2.44186 0.54843 0.99835
O -3.33340 1.04594 1.97348
C -4.65233 0.77799 1.64976
O -5.43016 1.66058 1.44732
C -4.96038 -0.68544 1.61755
C -4.51844 -1.47851 2.67181
C -4.75797 -2.84201 2.63804
C -5.39043 -3.40861 1.54351
C -5.83135 -2.61040 0.49808
C -5.63362 -1.23375 0.53534
H -1.72531 -2.68465 2.73928
H -0.12121 -3.09254 2.50980
H -2.09003 -3.17711 0.34223
H -0.33076 -3.27164 0.24048
H -1.49296 -1.09676 -0.51243
H -0.00579 -1.00306 0.39449
H -1.78529 1.36260 0.68107
H -2.98173 0.21560 0.10097
H -3.98766 -1.02618 3.49788
H -4.40014 -3.46627 3.44698
H -5.51719 -4.48084 1.49832
H -6.31706 -3.03846 -0.36961
H -5.96142 -0.60810 -0.28423
C 0.62758 0.97006 -2.14806
O 0.20705 1.24323 -0.80860
H -0.19877 0.49364 -2.67082
H 0.88780 1.90000 -2.66015
H 1.48773 0.29753 -2.16020
H 0.94757 1.66212 -0.36000
C -1.89088 4.14893 -0.46753
O -1.64296 3.76349 -1.81047
H -2.29770 5.15769 -0.47028
H -2.61381 3.47403 -0.00402
H -0.95765 4.13633 0.10785
H -1.28608 2.86953 -1.78081
C -2.61747 -6.16984 0.28277
O -3.19150 -5.67871 1.49129
H -3.38249 -6.71438 -0.26664
H -2.25300 -5.34380 -0.33061
H -1.78342 -6.84033 0.49965
H -2.49474 -5.20097 1.95522
C -1.32310 5.11760 -5.05386
O -0.11911 5.41328 -5.76407
H -1.90150 4.40193 -5.63177
H -1.09080 4.68310 -4.08010
H -1.91161 6.02600 -4.91847
H 0.37636 6.04347 -5.22984
C 0.67891 -6.79483 -1.91260
O 0.28728 -5.75054 -1.02624
H 0.02747 -7.64655 -1.73185
H 0.57152 -6.48441 -2.95243
H 1.71463 -7.09799 -1.73127
H 0.86086 -4.99732 -1.19291
C 2.04998 -4.89800 4.23031
O 1.96332 -3.49492 4.01946
H 1.53067 -5.38746 3.40907
H 3.09180 -5.23040 4.24205
H 1.57186 -5.18870 5.16938
H 2.42562 -3.06377 4.74879
C 4.33031 -2.00086 7.00662
O 4.28289 -2.28041 5.60208
H 4.32619 -2.95282 7.53074
H 5.23404 -1.45065 7.26693
H 3.45477 -1.42114 7.30988
H 4.28978 -1.43962 5.13618
C 0.89779 -5.50662 -6.08912
O 0.38521 -4.96682 -4.86827
H 0.79288 -6.58641 -6.03250
H 0.33428 -5.13847 -6.94820
H 1.95279 -5.25537 -6.21077
H 0.48511 -4.01011 -4.91114
C -0.75021 7.61684 -2.57480
O 0.63544 7.51656 -2.87894
H -1.28182 7.83405 -3.49844
H -1.11520 6.66760 -2.17121
H -0.93306 8.41856 -1.85410
H 1.09128 7.31676 -2.05339
C 6.58112 0.04424 10.23572
O 6.54658 -0.20260 8.82946
H 6.57639 -0.92068 10.73529
H 7.48708 0.58602 10.51451
H 5.70626 0.61508 10.55405
H 6.55509 0.65159 8.38729
C -0.47702 7.30434 1.06977
O 0.64686 6.67334 0.45482
H -0.25840 8.36518 1.15880
H -1.36847 7.17470 0.45152
H -0.65966 6.89464 2.06562
H 0.44366 5.73672 0.38093
C 2.76859 -4.09485 1.70986
O 2.63943 -2.75281 1.23213
H 2.46076 -4.76753 0.91335
H 3.80698 -4.30429 1.97866
H 2.12253 -4.24877 2.57783
H 2.90758 -2.16893 1.94653
C -2.78193 -3.84468 -3.35150
O -2.28373 -5.08346 -3.82202
H -3.73814 -4.03245 -2.86687
H -2.10538 -3.39567 -2.61474
H -2.94232 -3.13555 -4.17077
H -1.43076 -4.92789 -4.25459
C -4.71999 6.17768 -5.97936
O -4.46128 5.48818 -4.74963
H -4.64228 5.45088 -6.78266
H -5.72406 6.60698 -5.98612
H -3.98514 6.96948 -6.14212
H -4.52601 6.12965 -4.03673
C -7.34982 3.05880 -5.13966
O -6.16775 3.38301 -5.85246
H -7.89842 2.32502 -5.72646
H -7.12024 2.62377 -4.16244
H -7.98645 3.93793 -4.99840
H -5.67790 4.03487 -5.33359
C 9.76496 -0.67551 6.57400
O 9.40924 -0.51649 7.93929
H 10.75163 -0.23853 6.43889
H 9.80790 -1.73130 6.29252
H 9.06012 -0.15926 5.91461
H 8.53208 -0.89651 8.06622
C 0.76113 8.03593 -7.87300
O 1.66603 9.11043 -8.11474
H 0.01589 8.05422 -8.66413
H 1.27402 7.07216 -7.89327
H 0.25743 8.15409 -6.91041
H 2.32706 9.10066 -7.41795
C 6.49852 -3.09824 3.51805
O 6.71739 -3.60967 2.20640
H 6.42715 -3.93992 4.20145
H 7.33160 -2.45956 3.82255
H 5.56764 -2.52469 3.55758
H 6.77696 -2.85769 1.61123
```

Summary:
E_tot   -74892.7521 eV

Which formula does entry 3 have?
C28H85NO21